{"formula": "C4H6BrN3O", "method": "ωB97M-V/def2-TZVPD", "homo_ev": -7.67, "gap_ev": 8.33, "charge": 0, "multiplicity": 1, "lumo_ev": 0.66, "largest_force_ev_per_a": 6.9, "symbols": ["C", "N", "N", "C", "N", "C", "O", "C", "Br", "H", "H", "H", "H", "H", "H"], "xyz": [[-0.83360, -2.43952, -0.15398], [-0.42241, -0.99090, 0.12960], [0.88674, -0.64835, 0.12396], [0.99945, 0.69746, 0.09247], [2.18867, 1.44578, -0.10428], [-0.24861, 1.29337, 0.12395], [-0.60130, 2.57227, 0.16533], [-1.25424, 0.02592, 0.11759], [-3.03723, -0.09660, 0.25279], [-1.93027, -2.56903, 0.19474], [-0.78148, -2.56938, -1.25841], [-0.18875, -3.17976, 0.29621], [2.18080, 2.43379, 0.32342], [3.05495, 0.94327, 0.16565], [-0.01271, 3.08166, -0.46904]], "mulliken_charge": [-0.7456, 0.6464, -1.0562, 0.3285, -0.5584, 0.5401, -0.6015, -0.0446, -0.1489, 0.2290, 0.2956, 0.2711, 0.2382, 0.2721, 0.3339]}


{"formula": "C5H6N2O", "method": "ωB97M-V/def2-TZVPD", "homo_ev": -7.93, "gap_ev": 8.44, "charge": 0, "multiplicity": 1, "lumo_ev": 0.51, "largest_force_ev_per_a": 9.9, "symbols": ["C", "C", "C", "N", "N", "C", "C", "O", "H", "H", "H", "H", "H", "H"], "xyz": [[-0.05637, -0.07289, -2.11100], [0.30213, -1.33250, -1.41347], [0.20786, -0.86238, 0.03898], [-0.20728, -1.08163, 1.28472], [0.00169, 0.01168, 1.97132], [-0.21842, 1.12803, 1.29126], [0.39908, 0.61338, -0.03526], [-0.28623, 1.05829, -1.22948], [-0.49826, 0.16968, -3.16530], [0.29830, -2.32766, -1.91243], [-0.57138, -0.16505, 2.95893], [-1.28105, 1.75495, 0.99991], [0.51094, 2.12143, 1.59038], [1.46467, 0.62812, -0.05091]], "mulliken_charge": [-0.1417, -0.6651, 0.4686, -0.7338, 0.0127, -0.4553, 0.2334, -0.3774, 0.3069, 0.3318, 0.3354, 0.2272, 0.2067, 0.2507]}


{"formula": "C31H34F6N4O8ReS3Sb", "method": "ωB97M-V/def2-TZVPD", "homo_ev": [-17.25, -17.26], "gap_ev": [6.37, 6.15], "charge": 3, "s2": 3.8108, "multiplicity": 4, "lumo_ev": [-10.88, -11.11], "largest_force_ev_per_a": 0.9, "symbols": ["Re", "F", "C", "F", "F", "S", "O", "O", "N", "S", "O", "O", "C", "F", "F", "F", "C", "C", "S", "O", "O", "C", "C", "N", "C", "N", "C", "C", "N", "O", "O", "C", "H", "H", "H", "H", "H", "H", "H", "H", "H", "H", "H", "H", "H", "C", "C", "C", "C", "C", "C", "C", "Sb", "C", "C", "C", "C", "C", "C", "C", "C", "C", "C", "C", "C", "C", "C", "H", "H", "H", "H", "H", "H", "H", "H", "H", "H", "H", "H", "H", "H", "H", "H", "H", "H", "H", "H", "H"], "xyz": [[0.72900, -1.36580, -0.15397], [1.40973, -4.36885, 0.12211], [2.46932, -4.61165, 0.90956], [3.39281, -5.23495, 0.23733], [2.10278, -5.26785, 1.97606], [3.19840, -2.94429, 1.43526], [2.64769, -1.98238, 0.39880], [4.60131, -3.02970, 1.46223], [2.56607, -2.57416, 2.85491], [1.20702, -1.83235, 2.83290], [1.28745, -0.36674, 2.63547], [0.26810, -2.40869, 1.83678], [0.49349, -2.01913, 4.56679], [0.43614, -3.29103, 4.83395], [-0.69876, -1.46602, 4.50855], [1.29251, -1.37108, 5.36765], [-5.79908, 1.89183, -3.20204], [-4.94419, 1.37331, -2.05096], [-5.82575, 0.11034, -1.12871], [-5.29726, -1.17426, -1.53310], [-7.22281, 0.39093, -1.19365], [-5.30787, 0.31264, 0.60163], [-4.68778, -0.95250, 1.17794], [-3.39495, -1.34760, 0.55523], [-2.23793, -0.68592, 0.65198], [-1.31928, -1.26852, -0.14234], [-1.93309, -2.35811, -0.75665], [-3.20042, -2.39669, -0.32055], [-4.14720, -3.46284, -0.63052], [-3.93200, -4.03845, -1.66874], [-4.97287, -3.72292, 0.21621], [-2.00235, 0.50351, 1.51116], [-5.22883, 2.63080, -3.76314], [-6.70983, 2.35397, -2.82812], [-6.08170, 1.08468, -3.87699], [-4.67761, 2.17735, -1.35839], [-4.03229, 0.89042, -2.40986], [-6.22325, 0.51191, 1.16145], [-4.67851, 1.19976, 0.68744], [-5.34604, -1.79755, 1.03197], [-4.52023, -0.85046, 2.24868], [-1.45261, -3.01234, -1.46743], [-2.85131, 0.68945, 2.16421], [-1.83889, 1.39856, 0.90847], [-1.12818, 0.34878, 2.14478], [-0.36550, 2.72680, -0.94621], [0.04564, 3.28802, 0.38723], [-0.43550, 4.52069, 0.81236], [-0.01422, 5.08426, 2.01054], [0.91686, 4.43937, 2.81950], [1.42877, 3.22079, 2.42061], [0.96682, 2.64614, 1.22730], [1.86240, 0.86139, 0.74715], [3.88442, 0.93612, 1.16652], [4.47620, 0.37994, 2.29751], [5.83360, 0.57341, 2.48418], [6.56302, 1.29896, 1.54921], [5.95402, 1.83794, 0.42406], [4.59305, 1.66372, 0.21033], [3.90516, 2.25115, -0.99112], [0.77938, -1.06464, -2.12639], [-0.38780, -0.61744, -2.83177], [-0.56493, -0.87177, -4.16005], [0.42712, -1.57346, -4.86969], [1.61615, -1.91119, -4.24954], [1.86189, -1.59960, -2.91427], [3.27170, -1.80729, -2.43208], [0.29329, 3.08096, -1.74449], [-1.37689, 3.03661, -1.21064], [-0.34364, 1.63156, -0.96708], [-1.13968, 5.05730, 0.18743], [-0.40680, 6.04846, 2.31027], [1.24862, 4.89108, 3.74498], [2.17411, 2.72586, 3.03496], [3.90331, -0.17692, 3.02736], [6.32369, 0.15851, 3.35543], [7.62550, 1.44176, 1.69878], [6.54573, 2.39358, -0.29411], [4.46995, 2.08045, -1.90862], [3.72587, 3.32310, -0.88863], [2.91740, 1.77788, -1.20830], [-1.17458, -0.09841, -2.29902], [-1.46655, -0.54928, -4.66445], [0.28064, -1.80822, -5.91733], [2.40738, -2.37316, -4.82925], [3.51824, -2.87143, -2.37231], [3.49764, -1.34399, -1.47565], [3.94960, -1.37447, -3.16899]], "mulliken_charge": [0.9061, -0.2001, 0.7803, -0.1652, -0.1716, 1.2094, -1.1969, -0.5333, -0.4937, 0.9508, -1.1497, -0.9219, 0.5410, -0.1365, -0.1275, -0.1346, -1.4093, 0.0479, 1.1888, -0.5539, -0.6670, -0.8065, -1.2116, 0.5879, 0.3657, 0.4955, -0.7320, -0.6959, 1.2410, -0.5893, -0.6075, -1.0169, 0.4333, 0.3591, 0.3818, 0.3481, -0.0300, 0.5564, 0.3904, 0.4720, 0.5957, 0.8328, 0.6095, -0.1141, 0.0658, -1.6168, 0.2761, -0.7005, -0.7422, -0.9172, -1.1311, 1.6786, 1.7977, 1.5273, -0.5811, -0.8759, -0.7638, -0.7478, 0.3452, -1.4080, 1.7143, -0.0763, -0.7223, -0.7845, -0.9122, 0.7774, -1.1546, 0.4527, 0.5131, 0.0376, 0.5134, 0.4549, 0.5011, 0.4858, 0.5104, 0.5015, 0.4556, 0.5378, 0.5063, 0.3923, -0.0585, 0.2157, 0.5191, 0.4510, 0.5541, 0.3841, -0.1728, 0.5681]}


{"formula": "C4H25NO8", "method": "ωB97M-V/def2-TZVPD", "homo_ev": -8.61, "gap_ev": 8.67, "charge": 0, "multiplicity": 1, "lumo_ev": 0.07, "largest_force_ev_per_a": 3.9, "symbols": ["C", "C", "C", "N", "C", "H", "H", "H", "H", "H", "H", "H", "H", "H", "O", "H", "H", "O", "H", "H", "O", "H", "H", "O", "H", "H", "O", "H", "H", "O", "H", "H", "O", "H", "H", "O", "H", "H"], "xyz": [[-2.06336, -0.30252, -1.82101], [-1.20108, -0.74544, -2.97975], [0.23625, -0.63050, -2.46788], [0.23237, -0.25933, -1.01855], [-1.18855, -0.44800, -0.56764], [-3.09301, -0.75102, -1.69480], [-2.26010, 0.77633, -1.93734], [-1.24201, -0.12979, -3.87493], [-1.42878, -1.79092, -3.22913], [0.84074, -1.55175, -2.53538], [0.90452, 0.18473, -2.84487], [0.89458, -0.60374, -0.36024], [-1.32445, 0.32508, 0.22493], [-1.28966, -1.49362, -0.22068], [2.14343, 1.77320, -1.00042], [2.72179, 2.17803, -0.33019], [1.40188, 2.35153, -1.10235], [-0.17876, -0.13761, 2.34959], [0.21546, 0.73920, 2.34989], [0.19842, -0.75926, 2.96905], [-1.99624, -3.91794, 2.24433], [-2.49268, -3.11627, 2.08753], [-1.65965, -4.36708, 1.47764], [3.08815, 0.63687, 1.26643], [3.44992, -0.21223, 1.58051], [2.29532, 0.50607, 0.72745], [-0.20444, 2.48555, -2.36033], [0.15126, 1.73531, -2.93384], [-0.50340, 1.94698, -1.58285], [-3.46665, 0.20367, 2.86024], [-3.73075, 0.86066, 2.22154], [-2.55404, 0.38262, 3.07801], [1.61224, 4.36252, 0.08196], [2.37382, 3.78894, 0.06431], [1.06511, 4.16675, -0.69851], [2.04984, -3.33689, 1.78558], [1.27729, -3.76985, 1.42877], [2.93887, -3.65187, 1.67895]], "mulliken_charge": [-0.5931, -0.3619, -1.0515, 0.0018, -0.4623, 0.3892, 0.2420, 0.2999, 0.2866, 0.3876, 0.4007, 0.0812, 0.2364, 0.1836, -0.5220, 0.2953, 0.3055, -0.5553, 0.3122, 0.2605, -0.6295, 0.3228, 0.3008, -0.6827, 0.2928, 0.4025, -0.6968, 0.3107, 0.2958, -0.6227, 0.3015, 0.3194, -0.6382, 0.2740, 0.3105, -0.6091, 0.3079, 0.3036]}


The calculation returns the following energy relative to the best compared isomer or geometry (same formula, charge and spin) values, one per record and in order: 76.79, 536.05, 29.55, 288.05 kJ/mol.